Entry from OMol25: a molecular structure, C24H29AuCl2N3PSe2 (ωB97M-V/def2-TZVPD).

Net charge: 0
Frontier orbital gap (alpha / beta) in eV: 5.060 / 4.998
DFT total energy in eV: -198545.966
E_HOMO (alpha / beta) in eV: -6.8 / -6.8

Last column: Mulliken charge in e.
Positions of all 62 atoms, in Å:
Au: 0.1459 0.6607 -0.3102  1.766
C: 0.0797 1.5654 2.6900  -1.394
N: 0.1960 0.2274 2.1315  0.600
C: -0.8988 -0.5985 2.6141  -1.141
C: 1.4888 -0.3677 2.4622  -0.900
C: 2.5554 -0.0213 1.4262  -1.059
N: 2.1871 -0.4538 0.0763  0.605
C: 2.0193 -1.8981 -0.0292  -1.017
C: 3.2148 -0.0491 -0.8809  -1.268
H: 0.1482 1.5461 3.7856  0.395
H: -0.8753 1.9941 2.3947  0.342
H: 0.8695 2.1986 2.2929  0.385
H: -0.8789 -0.7074 3.7069  0.326
H: -0.8487 -1.5887 2.1602  0.280
H: -1.8392 -0.1389 2.3196  0.211
H: 1.3799 -1.4521 2.5232  0.508
H: 1.8321 -0.0159 3.4454  0.385
H: 3.5123 -0.4694 1.7345  0.413
H: 2.6842 1.0654 1.3918  0.396
H: 2.9066 -2.4310 0.3320  0.306
H: 1.8656 -2.1531 -1.0766  0.346
H: 1.1421 -2.2247 0.5218  0.118
H: 4.0929 -0.7052 -0.8163  0.363
H: 3.5297 0.9764 -0.6968  0.453
H: 2.8134 -0.1081 -1.8952  0.262
Se: -0.0371 -0.0223 -2.8286  -0.394
P: -1.8341 -1.0866 -2.1509  0.443
Se: -1.6403 -2.2589 -0.3896  -0.330
C: -3.1591 0.1498 -2.0354  0.481
C: -3.8531 0.3430 -0.8522  0.215
C: -4.8353 1.3122 -0.8004  -0.822
C: -5.1042 2.0866 -1.9158  -0.376
C: -4.3995 1.8929 -3.0940  -0.668
C: -3.4250 0.9189 -3.1603  -0.701
C: -2.3510 -2.2311 -3.4693  0.682
C: -3.5115 -2.9607 -3.2318  -0.636
C: -3.8541 -3.9907 -4.0840  -0.590
C: -3.0453 -4.2925 -5.1683  -0.438
C: -1.8975 -3.5566 -5.4076  -0.672
C: -1.5453 -2.5247 -4.5562  -0.322
H: -3.6183 -0.2633 0.0130  0.235
H: -5.3810 1.4750 0.1166  0.406
H: -5.8556 2.8584 -1.8649  0.394
H: -4.6039 2.5092 -3.9560  0.405
H: -2.8560 0.7603 -4.0693  0.350
H: -4.1162 -2.7411 -2.3609  0.378
H: -4.7369 -4.5787 -3.8854  0.386
H: -3.3033 -5.1137 -5.8195  0.378
H: -1.2599 -3.8037 -6.2420  0.396
H: -0.6375 -1.9557 -4.7190  0.203
Cl: -3.4090 3.9391 0.1220  -0.168
C: -1.8331 4.4651 -0.2860  0.456
C: -1.5898 5.8056 -0.4661  -0.638
C: -0.3120 6.2545 -0.7801  -0.386
C: 0.7145 5.3302 -0.9343  -0.705
C: 0.4649 3.9887 -0.7740  0.909
Cl: 1.7874 2.9016 -0.9468  -0.282
C: -0.8195 3.4433 -0.4134  -0.500
N: -1.1220 2.2132 -0.1689  -0.998
H: -2.4071 6.4993 -0.3393  0.433
H: -0.1207 7.3093 -0.8930  0.375
H: 1.7161 5.6484 -1.1854  0.420